No. 1
{
  "formula": "C4H8O2",
  "method": "the ωB97M-V functional and the def2-TZVPD basis",
  "e_above_lowest_kcal_mol": 117.7,
  "e_homo_ev": [-9.1, -9.2],
  "multiplicity": 1,
  "gap_ev": [6.957, 7.004],
  "species": ["C", "C", "O", "C", "C", "O", "H", "H", "H", "H", "H", "H", "H", "H"],
  "xyz": [[1.784, 0.105, 0.389], [0.792, 0.231, -0.643], [0.500, 1.509, -0.815], [-0.439, -0.704, -0.522], [-1.356, -0.210, 0.604], [-1.831, 1.084, 0.388], [1.784, -0.651, 1.176], [1.418, -0.272, -1.479], [2.526, 0.898, 0.435], [-0.980, -0.678, -1.472], [-0.102, -1.733, -0.336], [-0.808, -0.289, 1.565], [-2.225, -0.876, 0.676], [-1.063, 1.586, 0.035]]
}

=====

No. 2
{
  "formula": "C47H54N5O3Pb",
  "method": "the ωB97M-V functional and the def2-TZVPD basis",
  "e_above_lowest_kcal_mol": 22.9,
  "charge": -1,
  "e_homo_ev": -2.7,
  "multiplicity": 1,
  "gap_ev": 3.866,
  "species": ["Pb", "C", "C", "C", "C", "C", "C", "C", "C", "C", "C", "C", "C", "N", "C", "C", "N", "C", "C", "C", "C", "C", "C", "C", "C", "C", "C", "C", "C", "H", "H", "H", "H", "H", "H", "H", "H", "H", "H", "H", "H", "H", "H", "H", "H", "H", "H", "H", "H", "H", "H", "H", "H", "H", "H", "H", "H", "H", "H", "H", "H", "H", "H", "H", "H", "C", "O", "C", "C", "C", "C", "C", "C", "O", "C", "O", "C", "H", "H", "H", "H", "H", "H", "H", "H", "H", "N", "C", "C", "C", "C", "C", "C", "N", "C", "C", "C", "C", "N", "C", "C", "H", "H", "H", "H", "H", "H", "H", "H", "H"],
  "xyz": [[-0.395, -0.169, -1.062], [1.058, -3.282, -2.521], [1.822, -2.694, -1.330], [2.172, -3.755, -0.286], [3.018, -1.939, -1.850], [4.068, -2.692, -2.339], [5.195, -2.102, -2.879], [5.213, -0.728, -2.981], [4.160, 0.070, -2.560], [4.292, 1.538, -2.925], [4.626, 1.734, -4.407], [5.362, 2.205, -2.054], [3.034, -0.519, -1.911], [1.960, 0.191, -1.428], [2.143, 1.489, -1.050], [1.177, 2.458, -1.046], [-0.128, 2.229, -1.292], [-1.092, 3.198, -1.432], [-2.122, 2.889, -2.372], [-3.277, 3.639, -2.451], [-3.452, 4.756, -1.656], [-2.409, 5.138, -0.839], [-1.226, 4.418, -0.705], [-0.226, 5.122, 0.209], [0.380, 4.307, 1.354], [0.821, 5.897, -0.610], [-1.948, 1.820, -3.431], [-3.060, 0.769, -3.406], [-1.870, 2.496, -4.805], [0.123, -3.715, -2.183], [1.645, -4.048, -3.026], [0.827, -2.492, -3.236], [1.154, -1.996, -0.820], [2.644, -4.630, -0.728], [1.259, -4.068, 0.214], [2.846, -3.331, 0.457], [4.008, -3.770, -2.299], [6.021, -2.697, -3.242], [6.078, -0.258, -3.428], [3.334, 2.038, -2.763], [5.577, 1.285, -4.676], [4.684, 2.798, -4.629], [3.850, 1.292, -5.028], [6.347, 1.800, -2.278], [5.166, 2.025, -0.998], [5.380, 3.280, -2.224], [3.134, 1.785, -0.723], [1.540, 3.468, -0.922], [-4.050, 3.356, -3.152], [-4.366, 5.331, -1.689], [-2.530, 6.043, -0.255], [-0.806, 5.903, 0.718], [1.115, 3.583, 1.028], [-0.407, 3.777, 1.884], [0.863, 4.992, 2.051], [1.347, 5.273, -1.326], [1.555, 6.355, 0.052], [0.328, 6.684, -1.178], [-0.993, 1.311, -3.269], [-4.027, 1.190, -3.678], [-3.148, 0.336, -2.414], [-2.824, -0.030, -4.108], [-2.799, 3.009, -5.049], [-1.671, 1.754, -5.575], [-1.068, 3.231, -4.813], [-1.251, -7.572, -1.058], [-2.574, -7.113, -1.120], [-2.791, -5.764, -0.956], [-4.136, -5.367, -1.076], [-4.463, -4.048, -0.947], [-3.500, -3.046, -0.728], [-3.888, -1.672, -0.558], [-5.375, -1.382, -0.360], [-3.121, -0.705, -0.533], [-2.111, -3.429, -0.621], [-1.161, -2.625, -0.427], [-1.822, -4.832, -0.714], [-1.294, -8.642, -1.263], [-0.815, -7.405, -0.068], [-0.619, -7.084, -1.809], [-4.876, -6.130, -1.263], [-5.502, -3.772, -1.051], [-5.778, -1.978, 0.453], [-5.938, -1.598, -1.264], [-5.483, -0.328, -0.121], [-0.785, -5.108, -0.591], [-0.738, -0.841, 6.352], [-0.536, -0.479, 7.653], [-0.929, -1.040, 8.852], [-0.550, -0.385, 10.012], [0.200, 0.789, 9.965], [0.605, 1.351, 8.770], [0.237, 0.712, 7.587], [0.491, 1.031, 6.291], [-0.098, 0.100, 5.557], [-0.099, 0.037, 4.135], [-0.876, -0.892, 3.407], [-0.853, -0.884, 2.039], [-0.104, -0.034, 1.320], [0.672, 0.832, 1.996], [0.698, 0.912, 3.363], [-1.228, -1.657, 6.029], [-1.508, -1.953, 8.886], [-0.841, -0.790, 10.970], [0.470, 1.268, 10.896], [1.188, 2.258, 8.744], [-1.514, -1.605, 3.908], [-1.436, -1.582, 1.461], [1.292, 1.464, 1.381], [1.315, 1.633, 3.871]]
}